The following is a quantum chemistry calculation of a single C3H9N5 molecule, from the Open Molecules 2025 dataset.

## Properties
Kohn-Sham gap (spin up / spin down) in eV: 7.30 / 7.30
Lowest unoccupied orbital energy (spin up / spin down) in eV: 0.818 / 0.818
HOMO level (spin up / spin down) in eV: -6.480 / -6.478
Energy above the lowest of the compared OMol25 structures with the same formula, charge and spin in kcal per mole: 92.77

Structure (XYZ):
```
17
C3H9N5 ωB97M-V/def2-TZVPD
N -1.537 -1.164 0.737
H 0.637 -1.509 -1.025
H 2.786 -1.325 0.276
H -3.357 0.403 0.121
H 1.573 -0.076 -1.469
N -0.177 0.366 -0.430
C 1.007 -0.550 -0.657
H 0.794 1.849 0.546
C 1.906 -0.754 0.558
H 1.375 -1.289 1.342
N -2.522 0.677 -0.390
N 0.061 1.734 -0.157
H 2.245 0.195 0.966
H -2.297 1.662 -0.263
C -1.414 -0.133 -0.123
H 0.359 2.205 -1.014
N -1.441 -2.290 0.983
```